# 1
The following is a quantum chemistry calculation of a molecular structure, C32H36N5NaO8PS2, from the Open Molecules 2025 dataset.

Atoms and positions in Å:
Na -0.231 0.089 0.090
O 2.638 -1.035 2.971
C 1.423 -1.044 2.400
O 1.260 -1.295 1.213
C 0.247 -0.862 3.373
C 0.464 -0.993 4.758
C -0.663 -0.968 5.610
C -1.928 -0.753 5.001
C -1.979 -0.534 3.628
N -0.914 -0.624 2.825
C -3.250 -0.202 2.875
O -3.499 1.091 2.711
O -4.005 -1.058 2.488
H 3.314 -0.909 2.239
H 1.448 -1.157 5.185
H -0.579 -1.316 6.635
H -2.737 -0.852 5.650
H -2.721 1.588 2.955
C -0.766 -8.007 -1.767
O -1.449 -6.780 -1.777
C -1.570 -6.141 -2.972
C -1.004 -6.485 -4.160
C -1.168 -5.632 -5.296
C -1.823 -4.384 -5.184
C -2.445 -4.099 -3.967
C -2.293 -4.942 -2.905
N -2.105 -3.591 -6.343
N -2.109 -2.341 -6.315
C -1.686 -1.622 -5.212
C -2.553 -0.572 -4.842
C -2.481 0.247 -3.680
C -1.491 -0.080 -2.686
O -1.448 0.514 -1.617
C -0.606 -1.236 -3.033
N 0.305 -1.467 -2.060
C 1.413 -2.209 -2.242
C 1.560 -2.928 -3.504
C 0.536 -2.756 -4.484
C -0.623 -1.946 -4.232
H -0.749 -8.365 -0.729
H 0.259 -7.936 -2.138
H -1.387 -8.711 -2.385
H -0.476 -7.434 -4.231
H -0.762 -5.917 -6.292
H -2.996 -3.160 -3.883
H -2.777 -4.627 -2.007
H -3.302 -0.439 -5.580
H -3.319 0.861 -3.476
H 2.125 -2.292 -1.460
H 2.409 -3.577 -3.751
H 0.581 -3.403 -5.382
C 1.694 5.582 4.381
C 1.904 4.579 3.254
C 3.126 4.825 2.341
O 0.787 4.730 2.433
P 0.101 3.267 2.160
S -0.957 2.759 3.750
S 1.410 2.001 1.439
O -0.834 3.730 0.932
C -2.202 4.335 1.006
C -3.274 3.329 0.643
C -2.247 5.476 -0.026
H 2.572 5.604 5.108
H 0.763 5.319 4.904
H 1.593 6.548 3.963
H 1.886 3.568 3.723
H 3.138 5.891 2.023
H 3.308 4.144 1.555
H 4.083 4.655 2.870
H -2.387 4.737 2.016
H -3.049 2.799 -0.261
H -4.248 3.826 0.545
H -3.344 2.616 1.446
H -1.939 5.007 -0.992
H -1.440 6.210 0.194
H -3.240 5.969 -0.122
C 5.955 2.855 1.422
C 5.126 2.427 0.227
C 4.646 1.081 0.586
N 4.442 0.115 1.151
H 6.582 3.689 1.073
H 6.645 2.090 1.743
H 5.291 3.152 2.237
H 5.710 2.330 -0.698
H 4.308 3.049 -0.037

Results
net charge: -1
2S+1: 1
Kohn-Sham gap: 0.2261 hartree

Mulliken atomic charge list, values in e, 6 entries: 0.7941 -0.4958 0.0997 -0.5701 0.7158 -0.3866



# 2
The following is a quantum chemistry calculation of a molecular structure, C32H36N7S2SiSnTe4, from the Open Molecules 2025 dataset.

Atoms and positions in Å:
Sn 0.054 0.213 0.120
S -5.790 0.261 -4.824
N -5.462 1.272 -3.605
C -4.171 1.172 -3.355
C -3.431 1.945 -2.378
C -4.014 2.960 -1.624
C -3.208 3.726 -0.814
C -1.853 3.405 -0.738
N -1.301 2.376 -1.361
C -2.067 1.664 -2.206
C -1.399 0.628 -3.022
N -0.103 0.381 -2.769
C 0.555 -0.434 -3.575
C -0.036 -1.077 -4.668
C -1.372 -0.874 -4.905
C -2.081 -0.010 -4.067
C -3.502 0.241 -4.208
N -4.308 -0.331 -5.081
H -5.078 3.136 -1.713
H -3.600 4.560 -0.247
H -1.179 4.018 -0.148
H 1.607 -0.591 -3.353
H 0.567 -1.723 -5.292
H -1.895 -1.368 -5.714
Te 3.049 -1.098 2.186
Te 2.185 -4.828 0.523
Te 3.662 -2.080 -1.905
Te 1.808 -2.201 0.029
C -3.465 -0.311 0.202
Si -2.033 -1.517 0.632
C -2.362 -2.078 2.464
C -1.210 -2.937 3.004
C -2.466 -0.823 3.339
C -3.683 -2.840 2.619
C -2.384 -3.021 -0.570
C -1.734 -2.716 -1.922
C -3.893 -3.180 -0.817
C -1.830 -4.361 -0.081
H -4.420 -0.575 0.669
H -3.616 -0.303 -0.880
H -3.236 0.721 0.484
H -0.283 -2.363 3.020
H -1.043 -3.839 2.417
H -1.420 -3.237 4.040
H -1.555 -0.225 3.293
H -2.613 -1.105 4.390
H -3.311 -0.193 3.039
H -3.655 -3.815 2.133
H -4.524 -2.272 2.208
H -3.886 -3.009 3.684
H -2.096 -1.766 -2.319
H -1.978 -3.496 -2.654
H -0.644 -2.666 -1.849
H -4.322 -2.294 -1.291
H -4.444 -3.367 0.105
H -4.063 -4.031 -1.488
H -0.755 -4.318 0.095
H -2.002 -5.130 -0.845
H -2.315 -4.693 0.838
C -1.931 3.600 3.135
C -1.790 2.475 2.335
N -0.659 2.199 1.689
C 0.376 3.021 1.844
C 0.341 4.179 2.622
C -0.864 4.471 3.257
C 1.487 5.111 2.680
C 2.773 4.787 2.829
C 3.279 3.452 3.182
C 4.552 3.022 2.799
C 4.867 1.702 3.034
N 4.035 0.862 3.661
C 2.923 1.431 4.146
N 2.501 2.667 3.920
H -2.870 3.789 3.638
H -2.611 1.784 2.194
H 1.270 2.770 1.282
H -0.951 5.373 3.853
H 1.232 6.161 2.566
H 3.529 5.556 2.704
H 5.241 3.686 2.294
H 5.803 1.268 2.699
H 2.337 0.821 4.819
S 0.974 -0.040 2.554

Results
net charge: -1
2S+1: 1
Kohn-Sham gap: 0.1674 hartree

Mulliken atomic charge list, values in e, 6 entries: 1.0319 0.0757 -0.7222 0.6987 0.9960 -0.7593



# 3
The following is a quantum chemistry calculation of a molecular structure, C32H37As2CrN5O6S2, from the Open Molecules 2025 dataset.

Atoms and positions in Å:
Cr 0.382 -0.615 -0.052
O 5.266 2.728 -0.691
C 5.596 1.469 -0.921
O 6.714 1.137 -1.242
C 4.517 0.459 -0.772
C 4.706 -0.899 -0.930
N 3.516 -1.491 -0.728
N 2.568 -0.600 -0.435
C 3.147 0.584 -0.453
C 2.283 1.740 -0.029
O 2.770 2.882 -0.048
O 1.132 1.399 0.361
H 4.297 2.824 -0.427
H 5.600 -1.450 -1.165
H 3.278 -2.469 -0.668
C -3.072 -2.108 0.390
As -1.329 -2.437 -0.394
C -1.152 -4.322 0.098
C -1.780 -2.572 -2.294
C -3.066 -2.274 -2.735
C -3.372 -2.258 -4.088
C -2.393 -2.552 -5.022
C -1.108 -2.844 -4.592
C -0.787 -2.845 -3.239
As 1.058 -3.185 -2.674
C 1.421 -4.734 -3.823
C 1.981 -1.847 -3.764
H -2.954 -2.114 1.472
H -3.771 -2.889 0.085
H -3.431 -1.124 0.094
H -1.953 -4.902 -0.360
H -1.198 -4.394 1.184
H -0.182 -4.697 -0.228
H -3.842 -2.017 -2.026
H -4.372 -1.997 -4.408
H -2.620 -2.535 -6.080
H -0.343 -3.057 -5.331
H 1.232 -4.512 -4.873
H 0.786 -5.564 -3.514
H 2.465 -5.026 -3.701
H 1.545 -1.779 -4.760
H 3.032 -2.131 -3.847
H 1.912 -0.880 -3.270
O 2.043 2.644 6.842
C 1.162 1.608 6.815
O 0.408 1.462 7.741
C 1.205 0.729 5.619
C 0.529 -0.489 5.673
C 0.511 -1.336 4.583
C 1.149 -0.994 3.385
S 1.022 -2.050 1.988
C 1.850 0.216 3.349
C 1.868 1.065 4.437
H 2.635 2.575 6.085
H 0.008 -0.751 6.585
H -0.038 -2.267 4.631
H 2.353 0.503 2.441
H 2.386 2.013 4.319
N -0.546 0.003 -1.409
C -1.291 0.725 -2.241
C -2.527 1.272 -1.805
C -3.358 1.936 -2.685
C -3.014 2.107 -4.024
C -1.791 1.601 -4.454
C -0.941 0.929 -3.598
H -2.793 1.159 -0.760
H -4.297 2.335 -2.314
H -3.671 2.630 -4.706
H -1.491 1.730 -5.489
H -0.001 0.535 -3.959
S -1.747 0.439 2.237
C -1.586 2.088 2.548
N -0.654 2.835 1.959
C -0.403 4.234 2.241
C -1.658 4.892 2.786
C -2.203 4.042 3.922
N -2.423 2.699 3.424
H -0.004 2.339 1.343
H -0.075 4.710 1.316
H 0.417 4.331 2.962
H -2.410 4.962 1.997
H -1.434 5.900 3.135
H -3.154 4.433 4.288
H -1.498 4.042 4.763
H -3.016 2.063 3.929

Results
net charge: -1
2S+1: 4
⟨S²⟩: 4.07
Kohn-Sham gap (alpha / beta): 0.2187 / 0.2414 hartree

Mulliken atomic charge list, values in e, 6 entries: 1.6073 -0.5739 0.3607 -0.6447 0.3464 -0.5904



> What is the formula in the first record?

C32H36N5NaO8PS2